Here is a 5-piece molecular cluster, C15H35FO7 overall from the Open Molecules 2025 dataset. Energies are from ωB97M-V/def2-TZVPD.

For the frontier orbital gap, the calculation gives 10.545 eV. As for the net charge: 0. The structure (SMILES) is O=C1OC[C@@H](F)O1.CC(C)O.CC(C)O.CC(C)O.CC(C)O. For the HOMO energy, the calculation gives -0.36650 hartree. For the lowest unoccupied orbital energy, the calculation gives 0.57 eV.

Element x y z (Å)
1 O -1.92 -2.98 0.65
2 C -2.06 -2.23 1.60
3 O -2.93 -1.24 1.75
4 C -2.46 -0.44 2.80
5 C -1.44 -1.26 3.54
6 F -1.96 -1.66 4.74
7 O -1.19 -2.29 2.67
8 H -2.10 0.52 2.32
9 H -3.26 -0.25 3.48
10 H -0.50 -0.73 3.68
11 C 3.87 1.80 -2.33
12 C 5.00 2.36 -1.47
13 C 4.73 3.78 -1.03
14 O 5.22 1.70 -0.23
15 H 3.59 2.61 -3.02
16 H 3.01 1.45 -1.72
17 H 4.21 0.97 -2.95
18 H 5.88 2.25 -2.14
19 H 4.81 4.45 -1.89
20 H 5.42 4.05 -0.21
21 H 3.73 3.82 -0.64
22 H 5.66 0.85 -0.36
23 C 0.12 -5.98 -0.23
24 C 0.86 -4.97 -1.10
25 C 1.53 -3.86 -0.30
26 O 1.94 -5.60 -1.73
27 H -0.69 -5.49 0.35
28 H 0.79 -6.57 0.35
29 H -0.45 -6.64 -0.89
30 H 0.08 -4.52 -1.80
31 H 2.24 -4.36 0.36
32 H 0.81 -3.29 0.29
33 H 2.01 -3.21 -0.97
34 H 1.76 -6.55 -1.86
35 C 0.53 1.77 -0.02
36 C -0.44 0.78 -0.79
37 C 0.28 -0.35 -1.49
38 O -1.35 0.34 0.18
39 H 0.53 1.38 0.99
40 H 0.25 2.82 -0.18
41 H 1.56 1.73 -0.37
42 H -0.90 1.28 -1.62
43 H -0.50 -0.93 -1.97
44 H 0.84 -0.97 -0.78
45 H 0.97 0.06 -2.23
46 H -1.86 -0.40 -0.17
47 C -5.07 2.28 0.76
48 C -3.65 2.84 0.96
49 C -3.03 3.45 -0.33
50 O -3.79 3.81 2.00
51 H -5.55 2.17 1.73
52 H -4.94 1.32 0.28
53 H -5.66 2.84 0.00
54 H -2.95 2.07 1.27
55 H -3.03 2.80 -1.20
56 H -2.00 3.68 -0.15
57 H -3.53 4.38 -0.60
58 H -3.00 4.36 2.05

Here is C15H35N4O6PZn as an isolated structure from the Open Molecules 2025 dataset. Energies are from ωB97M-V/def2-TZVPD.

For the frontier orbital gap (alpha / beta), the calculation gives 6.397 / 5.557 eV. As for the net charge: 0. For the HOMO energy (alpha / beta), the calculation gives -0.26715 / -0.26663 hartree. For the lowest unoccupied orbital energy (alpha / beta), the calculation gives -0.87 / -1.70 eV.

Element x y z (Å)
1 O 1.39 -4.30 -1.56
2 H 1.43 -5.22 -1.89
3 Zn 0.97 -1.64 0.23
4 N -0.48 -1.85 -1.25
5 N 1.56 -0.44 -1.83
6 N 0.23 -1.42 2.17
7 N 1.99 0.02 1.06
8 O -1.65 -2.17 -0.89
9 O -0.83 -2.04 2.59
10 O 2.68 1.00 0.43
11 O 2.39 0.52 -2.05
12 C 0.88 -0.89 -2.91
13 C -0.23 -1.72 -2.59
14 C 0.86 -0.58 3.01
15 C 1.84 0.24 2.38
16 C -1.09 -2.42 -3.56
17 H -0.94 -3.50 -3.49
18 H -0.86 -2.12 -4.59
19 H -2.15 -2.21 -3.35
20 C 1.27 -0.46 -4.28
21 H 2.33 -0.68 -4.46
22 H 1.13 0.62 -4.41
23 H 0.68 -0.98 -5.04
24 C 0.49 -0.47 4.45
25 C 2.53 1.35 3.10
26 H -0.06 -1.37 4.76
27 H -0.15 0.41 4.62
28 H 1.39 -0.35 5.06
29 H 3.12 1.96 2.42
30 H 3.19 0.94 3.88
31 H 1.80 1.99 3.61
32 H -0.49 -3.18 1.38
33 H 2.64 0.76 -0.58
34 C 2.80 -2.95 -0.55
35 H 2.75 -3.47 -1.49
36 H 2.98 -3.66 0.27
37 H 3.53 -2.15 -0.55
38 O 0.21 -3.48 0.72
39 H 0.73 -4.22 -0.84
40 H 0.84 -4.04 1.23
41 C -3.78 0.64 -0.14
42 C -2.79 1.67 -0.70
43 P -1.10 1.46 -0.01
44 C -0.15 2.85 -0.79
45 C -0.82 4.21 -0.90
46 C -1.30 2.04 1.73
47 C -2.31 3.14 2.03
48 H -3.38 -0.38 -0.26
49 H -4.73 0.71 -0.68
50 H -3.99 0.81 0.93
51 H -2.70 1.52 -1.79
52 H -3.14 2.70 -0.53
53 H 0.79 2.91 -0.22
54 H 0.13 2.46 -1.79
55 H -0.86 4.72 0.06
56 H -0.22 4.83 -1.57
57 H -1.82 4.15 -1.33
58 H -1.54 1.13 2.30
59 H -0.29 2.35 2.07
60 H -3.31 2.90 1.65
61 H -2.39 3.26 3.12
62 H -2.00 4.11 1.62

Here is C15H35N7OReS4 as an isolated structure from the Open Molecules 2025 dataset. Energies are from ωB97M-V/def2-TZVPD.

For the frontier orbital gap (alpha / beta), the calculation gives 6.552 / 6.434 eV. As for the net charge: +2. For the HOMO energy (alpha / beta), the calculation gives -0.44777 / -0.44080 hartree. For the lowest unoccupied orbital energy (alpha / beta), the calculation gives -5.63 / -5.56 eV. Its expectation value of S² is 0.759. Its spin multiplicity is 2. Its energy above the lowest of the compared OMol25 structures with the same formula, charge and spin is 96.3 kcal/mol.

Element x y z (Å)
1 Re -1.07 -0.20 0.19
2 C -3.48 1.14 -2.14
3 C -4.47 0.64 -1.06
4 S -3.53 -0.29 0.16
5 C -4.35 0.19 1.71
6 C -3.69 1.51 2.18
7 S -1.91 1.41 1.78
8 C -1.63 3.02 0.95
9 C -2.23 3.05 -0.47
10 S -1.88 1.48 -1.36
11 H -3.32 0.37 -2.89
12 H -3.84 2.03 -2.65
13 H -4.96 1.50 -0.60
14 H -5.25 0.00 -1.48
15 H -5.42 0.29 1.58
16 H -4.18 -0.60 2.44
17 H -4.15 2.35 1.66
18 H -3.80 1.66 3.25
19 H -2.03 3.83 1.56
20 H -0.55 3.16 0.89
21 H -3.30 3.23 -0.41
22 H -1.80 3.87 -1.05
23 C 2.19 -1.09 4.51
24 N 2.12 -0.93 3.05
25 C 3.14 -0.04 2.51
26 C 0.92 -0.95 2.44
27 N 0.56 -0.14 1.49
28 N 0.08 -1.97 2.88
29 C -1.16 -2.37 2.42
30 N -1.61 -3.51 3.03
31 N -1.81 -1.72 1.52
32 H 3.22 -1.07 4.84
33 H 1.77 -2.03 4.84
34 H 1.65 -0.28 5.01
35 H 4.11 -0.28 2.94
36 H 2.91 1.01 2.72
37 H 3.23 -0.18 1.43
38 H 1.22 0.52 1.11
39 H 0.61 -2.75 3.27
40 H -1.49 -3.52 4.03
41 H -2.58 -3.71 2.80
42 H -2.68 -2.05 1.18
43 O -1.72 -1.37 -1.03
44 C 3.27 1.72 -1.53
45 N 3.07 0.76 -2.61
46 C 3.55 1.21 -3.91
47 C 2.16 -0.23 -2.52
48 S 0.84 -0.16 -1.45
49 N 2.34 -1.27 -3.34
50 C 1.25 -2.18 -3.65
51 C 3.68 -1.82 -3.58
52 H 4.28 2.10 -1.59
53 H 3.13 1.24 -0.57
54 H 2.56 2.55 -1.64
55 H 3.16 2.21 -4.10
56 H 3.22 0.56 -4.71
57 H 4.64 1.26 -3.90
58 H 0.31 -1.65 -3.71
59 H 1.18 -2.97 -2.89
60 H 1.45 -2.64 -4.62
61 H 4.45 -1.20 -3.15
62 H 3.84 -1.92 -4.65
63 H 3.74 -2.80 -3.11

Here is a 2-piece molecular cluster, C15H35O9P2 overall from the Open Molecules 2025 dataset. Energies are from ωB97M-V/def2-TZVPD.

For the frontier orbital gap, the calculation gives 6.438 eV. As for the net charge: -1. For the HOMO energy, the calculation gives -0.14689 hartree. For the lowest unoccupied orbital energy, the calculation gives 2.44 eV. Its energy above the lowest of the compared OMol25 structures with the same formula, charge and spin is 19.4 kcal/mol.

Element x y z (Å)
1 C 4.04 1.66 2.59
2 C 3.82 0.10 2.68
3 C 2.57 -0.25 1.81
4 C 2.73 -1.55 0.95
5 O 1.52 -2.27 0.81
6 C 0.76 -1.81 -0.30
7 C -0.80 -2.24 -0.28
8 O -1.66 -1.10 -0.29
9 P -0.64 0.16 0.37
10 C -1.02 1.47 -0.96
11 C -1.87 2.68 -0.46
12 P -0.92 3.97 0.49
13 O 0.35 3.50 1.13
14 O -1.92 4.55 1.72
15 C -2.36 3.41 2.50
16 C -2.33 3.87 3.98
17 O -0.54 5.31 -0.46
18 C 0.69 5.03 -1.16
19 C 1.92 5.73 -0.46
20 O 0.73 -0.44 -0.58
21 H 3.11 2.21 2.79
22 H 4.41 1.94 1.58
23 H 4.78 1.98 3.35
24 H 3.53 -0.07 3.74
25 H 4.74 -0.45 2.42
26 H 1.67 -0.37 2.43
27 H 2.43 0.58 1.10
28 H 3.14 -1.31 -0.06
29 H 3.48 -2.22 1.42
30 H 1.16 -2.41 -1.15
31 H -0.88 -2.85 -1.20
32 H -0.99 -2.85 0.62
33 H -1.74 0.61 1.22
34 H 0.33 0.97 1.06
35 H -0.41 -0.80 1.45
36 H -1.63 0.96 -1.74
37 H -0.07 1.76 -1.46
38 H -2.25 3.19 -1.37
39 H -2.75 2.29 0.07
40 H -3.38 3.08 2.20
41 H -1.68 2.54 2.36
42 H -2.52 3.01 4.65
43 H -1.35 4.32 4.22
44 H -3.10 4.65 4.16
45 H 0.88 3.96 -1.32
46 H 0.56 5.50 -2.16
47 H 2.69 4.98 -0.20
48 H 1.55 6.28 0.42
49 H 2.32 6.47 -1.19
50 C -0.89 -8.42 -2.57
51 O -1.68 -7.96 -3.66
52 C -1.93 -6.65 -3.63
53 O -1.54 -5.88 -2.80
54 O -2.67 -6.34 -4.70
55 C -3.00 -4.96 -4.79
56 H -0.76 -9.50 -2.70
57 H 0.09 -7.95 -2.58
58 H -1.40 -8.24 -1.62
59 H -2.10 -4.35 -4.87
60 H -3.59 -4.65 -3.92
61 H -3.61 -4.82 -5.68

Here is C15H36AuNO2P2Si as an isolated structure from the Open Molecules 2025 dataset. Energies are from ωB97M-V/def2-TZVPD.

For the frontier orbital gap (alpha / beta), the calculation gives 4.073 / 5.461 eV. As for the net charge: 0. For the HOMO energy (alpha / beta), the calculation gives -0.12675 / -0.23915 hartree. For the lowest unoccupied orbital energy (alpha / beta), the calculation gives 0.62 / -1.05 eV. Its expectation value of S² is 2.022. Its spin multiplicity is 3. Its energy above the lowest of the compared OMol25 structures with the same formula, charge and spin is 0.0 kcal/mol.

Element x y z (Å)
1 C 2.17 -0.05 -4.07
2 C 1.54 0.34 -2.85
3 N 1.75 -0.41 -1.72
4 C 2.46 -1.52 -1.75
5 C 3.10 -1.95 -2.93
6 C 2.96 -1.19 -4.08
7 C 0.63 1.42 -2.76
8 P 0.08 1.96 -1.18
9 Au 0.47 0.17 0.23
10 P 1.36 -1.86 0.76
11 C 2.60 -2.34 -0.47
12 O -1.57 -0.36 -3.91
13 O -1.40 -2.43 -2.30
14 H 1.98 0.59 -4.93
15 H 3.68 -2.85 -2.89
16 H 3.44 -1.50 -5.01
17 C 0.87 3.52 -0.67
18 C -1.69 2.32 -1.39
19 H 2.52 -3.42 -0.69
20 H 3.60 -2.20 -0.04
21 H -0.83 0.30 -3.89
22 H 0.53 2.07 -3.63
23 C 2.15 -2.18 2.35
24 C 0.07 -3.10 0.55
25 H -4.11 -1.79 -0.69
26 H -1.46 -3.22 -2.82
27 H -1.41 -1.67 -2.98
28 H -1.84 -0.44 -4.83
29 H 1.08 1.01 1.74
30 H -3.40 -1.77 -0.96
31 H 0.65 4.30 -1.42
32 H 0.50 3.85 0.32
33 H 1.96 3.38 -0.62
34 H -1.79 3.19 -2.06
35 H -2.14 1.43 -1.86
36 H -2.16 2.52 -0.42
37 H 0.49 -4.12 0.59
38 H -0.67 -2.97 1.34
39 H -0.42 -2.96 -0.43
40 H 2.55 -3.20 2.43
41 H 3.00 -1.50 2.50
42 H 1.45 -2.03 3.18
43 C -2.76 1.18 1.91
44 Si -1.36 1.24 3.14
45 C -1.67 2.78 4.19
46 C -1.61 -0.25 4.29
47 C 0.49 1.32 2.64
48 H -3.69 1.47 2.42
49 H -2.92 0.17 1.50
50 H -2.61 1.89 1.10
51 H -2.62 2.68 4.74
52 H -0.88 2.93 4.95
53 H -1.75 3.69 3.56
54 H -2.00 -1.12 3.74
55 H -0.67 -0.54 4.80
56 H -2.35 0.02 5.07
57 H 0.70 2.41 2.67
58 H 0.97 0.80 3.50

Here is C15H36CrN5O6 as an isolated structure from the Open Molecules 2025 dataset. Energies are from ωB97M-V/def2-TZVPD.

For the frontier orbital gap (alpha / beta), the calculation gives 3.656 / 6.231 eV. As for the net charge: +2. For the HOMO energy (alpha / beta), the calculation gives -0.51562 / -0.51575 hartree. For the lowest unoccupied orbital energy (alpha / beta), the calculation gives -10.37 / -7.80 eV. Its expectation value of S² is 4.224. Its spin multiplicity is 4. Its energy above the lowest of the compared OMol25 structures with the same formula, charge and spin is 0.0 kcal/mol.

Element x y z (Å)
1 Cr -1.45 -0.54 -1.90
2 O -0.56 0.21 -0.43
3 H 0.09 0.38 0.27
4 C -2.93 -2.51 2.78
5 O -3.29 -2.77 1.64
6 N -1.65 -2.29 3.15
7 C -0.63 -2.43 2.14
8 C -1.47 -1.29 4.23
9 H -3.67 -2.50 3.60
10 H -0.88 -3.14 1.36
11 H 0.26 -2.74 2.69
12 H -0.37 -1.51 1.60
13 H -0.49 -1.45 4.69
14 H -1.43 -0.30 3.76
15 H -2.23 -1.39 4.99
16 C -1.97 2.09 1.83
17 O -1.18 2.72 2.51
18 N -3.30 2.09 2.03
19 C -4.13 1.45 1.02
20 C -3.94 2.97 2.97
21 H -1.65 1.45 1.00
22 H -3.53 0.74 0.44
23 H -4.52 2.13 0.26
24 H -4.93 0.92 1.53
25 H -3.35 3.85 3.20
26 H -4.92 3.23 2.57
27 H -4.15 2.50 3.94
28 C 0.28 -3.29 -1.53
29 O -0.22 -2.17 -1.83
30 N 1.42 -3.42 -0.91
31 C 1.97 -4.76 -0.62
32 C 2.24 -2.27 -0.50
33 H -0.22 -4.24 -1.75
34 H 2.26 -4.76 0.43
35 H 2.84 -4.88 -1.27
36 H 1.27 -5.57 -0.81
37 H 1.75 -1.31 -0.68
38 H 2.36 -2.44 0.57
39 H 3.19 -2.29 -1.02
40 C 2.34 2.31 -0.18
41 O 2.96 2.65 -1.17
42 N 2.92 1.83 0.93
43 C 2.12 1.64 2.12
44 C 4.36 1.68 1.14
45 H 1.24 2.31 -0.07
46 H 2.13 2.54 2.74
47 H 2.47 0.81 2.75
48 H 1.07 1.35 1.97
49 H 4.60 0.62 1.02
50 H 4.94 2.22 0.39
51 H 4.63 2.08 2.11
52 C 0.82 0.72 -3.86
53 O -0.12 0.30 -3.13
54 N 0.65 1.37 -4.99
55 C 1.78 1.82 -5.81
56 C -0.67 1.70 -5.50
57 H 1.87 0.53 -3.64
58 H 1.80 1.25 -6.73
59 H 2.71 1.73 -5.25
60 H 1.70 2.89 -5.99
61 H -1.48 1.52 -4.79
62 H -0.79 2.74 -5.78
63 H -0.94 0.97 -6.26

Here is C15H36F9O15S9Zn2 as an isolated structure from the Open Molecules 2025 dataset. Energies are from ωB97M-V/def2-TZVPD.

For the frontier orbital gap, the calculation gives 5.406 eV. As for the net charge: +1. For the HOMO energy, the calculation gives -0.34269 hartree. For the lowest unoccupied orbital energy, the calculation gives -3.92 eV. Its energy above the lowest of the compared OMol25 structures with the same formula, charge and spin is 115.0 kcal/mol.

Element x y z (Å)
1 Zn 0.61 3.85 0.54
2 Zn -1.92 0.11 3.02
3 C -2.97 -4.13 1.52
4 F -1.90 -3.92 0.76
5 F -4.02 -3.72 0.86
6 F -3.18 -5.39 1.87
7 S -2.78 -3.17 3.18
8 O -4.06 -3.15 3.88
9 O -1.64 -3.78 3.86
10 O -2.46 -1.78 2.79
11 C -0.74 -0.09 -1.45
12 F -0.26 -1.26 -1.85
13 F -0.72 0.88 -2.34
14 F -2.05 -0.43 -1.30
15 S -0.08 0.51 0.24
16 O -1.10 0.17 1.24
17 O 1.18 -0.18 0.39
18 O 0.10 1.95 0.10
19 C -0.97 4.23 4.87
20 F -1.84 3.74 5.74
21 F -1.13 5.54 4.81
22 F 0.26 3.94 5.21
23 S -1.48 3.42 3.17
24 O -2.83 3.81 2.89
25 O -0.53 3.97 2.19
26 O -1.30 1.99 3.43
27 C 4.38 -4.30 -3.22
28 S 3.87 -3.96 -1.52
29 O 2.64 -4.77 -1.22
30 C 3.30 -2.27 -1.73
31 H 4.50 -5.38 -3.36
32 H 5.24 -3.77 -3.62
33 H 3.48 -4.14 -3.83
34 H 4.00 -1.55 -1.31
35 H 2.26 -2.12 -1.44
36 H 3.36 -2.02 -2.79
37 C -3.28 -2.36 -6.62
38 S -2.39 -0.80 -6.63
39 O -3.56 0.09 -6.17
40 C -1.37 -0.94 -5.09
41 H -2.55 -3.09 -6.97
42 H -4.09 -2.29 -7.34
43 H -3.81 -2.76 -5.75
44 H -0.79 -1.85 -5.28
45 H -1.96 -1.18 -4.22
46 H -0.64 -0.14 -4.98
47 C -5.05 1.86 0.20
48 S -4.95 0.78 1.66
49 O -3.50 0.81 2.10
50 C -5.73 1.93 2.89
51 H -4.48 1.30 -0.54
52 H -4.31 2.63 0.42
53 H -6.04 2.25 -0.02
54 H -4.97 2.67 3.14
55 H -5.92 1.33 3.78
56 H -6.65 2.35 2.50
57 C 3.13 1.89 3.79
58 S 3.41 2.52 2.10
59 O 2.10 3.01 1.52
60 C 4.67 3.87 2.23
61 H 3.18 2.69 4.52
62 H 3.92 1.19 4.07
63 H 2.26 1.24 3.83
64 H 4.63 4.60 1.43
65 H 5.60 3.29 2.24
66 H 4.59 4.28 3.24
67 C 1.32 -3.39 1.38
68 S 1.97 -4.32 2.80
69 O 0.86 -4.57 3.78
70 C 2.37 -5.91 1.97
71 H 2.25 -3.21 0.83
72 H 0.85 -2.48 1.74
73 H 0.65 -3.90 0.69
74 H 3.00 -6.50 2.64
75 H 2.92 -5.74 1.04
76 H 1.47 -6.47 1.73
77 C 1.71 3.06 -3.51
78 S 2.71 3.85 -2.18
79 O 1.78 3.89 -0.99
80 C 2.69 5.55 -2.96
81 H 0.65 3.28 -3.54
82 H 1.97 2.02 -3.27
83 H 2.20 3.20 -4.48
84 H 1.63 5.78 -3.07
85 H 3.22 5.55 -3.91
86 H 3.09 6.36 -2.35